C5H4N4 | ωB97M-V/def2-TZVPD

Each line ends with the Mulliken charge.
Geometry (Å):
H -3.13 0.77 -0.46  0.247
N -2.64 -0.13 -0.30  -0.719
C -1.38 0.07 0.07  0.560
C -0.60 1.33 0.11  -0.644
C 0.60 0.80 -0.11  0.566
N 2.00 1.21 -0.08  -0.424
N 2.72 0.11 0.02  -0.203
C 1.95 -1.05 -0.24  -0.794
C 0.69 -0.58 0.00  0.512
N -0.58 -0.98 0.27  -0.183
H -0.86 2.34 0.45  0.384
H 2.47 -2.05 -0.15  0.348
H -1.24 -1.85 0.41  0.348

The max |F| is 6.770 eV/Å. Its molar mass is 120.1 g/mol. For the highest occupied orbital energy, the calculation gives -8.7941 eV. As for the HOMO-LUMO gap: 7.120 eV. Its SMILES is [H]/N=C1\C=C2N=NC=C2N1.